(one)
{
  "formula": "CH5NO3P",
  "method": "the ωB97M-V functional and the def2-TZVPD basis",
  "gap_ev": 7.77,
  "homo_energy_ev": -3.865,
  "charge": -1,
  "lumo_ha": 0.1435,
  "symbols": ["C", "N", "O", "O", "O", "P", "H", "H", "H", "H", "H"],
  "positions_angstrom": [[2.453, -0.985, -0.455], [-2.593, 1.778, 0.171], [-1.168, -0.488, 0.604], [-3.351, 0.936, -0.656], [-0.495, 1.722, 1.746], [-1.427, 0.965, 0.862], [1.705, -1.736, -0.317], [1.964, -0.028, -0.555], [3.070, -1.070, 0.438], [-3.124, 0.047, -0.527], [2.967, -1.142, -1.311]],
  "nbo_charge": [-0.8407, -0.7726, -1.1408, -0.6218, -1.1160, 2.2022, 0.2230, 0.2290, 0.2010, 0.4497, 0.1870]
}

---

(two)
{
  "formula": "CH5NO3P",
  "method": "the ωB97M-V functional and the def2-TZVPD basis",
  "gap_ev": 6.98,
  "homo_energy_ev": -2.781,
  "charge": -1,
  "lumo_ha": 0.1544,
  "symbols": ["C", "P", "O", "O", "N", "O", "H", "H", "H", "H", "H"],
  "positions_angstrom": [[1.645, 0.030, -0.336], [-0.296, 0.052, -0.190], [-0.642, 1.492, -0.131], [-0.571, -0.609, -1.688], [-1.459, -0.778, 0.913], [-1.708, -0.071, 2.082], [2.253, 0.703, 0.333], [2.159, -0.946, -0.020], [1.942, 0.219, -1.406], [-1.425, -0.910, -1.384], [-1.898, 0.816, 1.828]],
  "nbo_charge": [-1.0069, 2.0325, -1.1932, -0.9899, -0.7847, -0.6217, 0.2176, 0.2033, 0.2189, 0.4823, 0.4416]
}

---

Which of them is most stable, and which least? Most stable: (one); least stable: (two).

---

(one)
{
  "formula": "C9H16N3",
  "method": "the ωB97M-V functional and the def2-TZVPD basis",
  "gap_ev": 10.16,
  "homo_energy_ev": -12.914,
  "charge": 1,
  "lumo_ha": -0.1011,
  "symbols": ["C", "C", "C", "N", "C", "C", "C", "N", "C", "C", "C", "N", "H", "H", "H", "H", "H", "H", "H", "H", "H", "H", "H", "H", "H", "H", "H", "H"],
  "positions_angstrom": [[-3.860, 1.360, 0.244], [-2.786, 0.356, 0.051], [-2.884, -0.931, -0.433], [-1.611, -1.472, -0.386], [-0.726, -0.527, -0.018], [0.699, -0.891, 0.245], [1.202, -0.351, 1.554], [1.007, -2.300, 0.022], [1.620, -0.149, -1.158], [1.845, 1.368, -1.236], [2.948, 0.364, -0.949], [-1.446, 0.560, 0.335], [-4.612, 1.480, -0.479], [-4.377, 1.052, 1.193], [-3.301, 2.197, 0.522], [-3.603, -1.345, -1.118], [-1.356, -2.360, -0.648], [1.019, -0.988, 2.372], [0.680, 0.618, 1.808], [2.323, -0.182, 1.462], [1.979, -2.601, -0.149], [0.652, -2.892, 0.771], [1.413, -0.905, -1.962], [1.376, 1.677, -0.313], [1.835, 1.992, -2.098], [3.609, 0.101, -1.804], [3.378, 0.361, 0.018], [-1.113, 1.523, 0.490]],
  "nbo_charge": [-0.6424, 0.1776, -0.0835, -0.4486, 0.4537, 0.0847, -0.6288, -0.8735, -0.1727, -0.4275, -0.4389, -0.4929, 0.2618, 0.2531, 0.2207, 0.2524, 0.4492, 0.2345, 0.2039, 0.2348, 0.4103, 0.3720, 0.2379, 0.1957, 0.2471, 0.2457, 0.2194, 0.4542]
}

---

(two)
{
  "formula": "C9H16N3",
  "method": "the ωB97M-V functional and the def2-TZVPD basis",
  "gap_ev": 9.63,
  "homo_energy_ev": -12.164,
  "charge": 1,
  "lumo_ha": -0.0930,
  "symbols": ["C", "C", "C", "C", "C", "C", "C", "C", "C", "N", "N", "N", "H", "H", "H", "H", "H", "H", "H", "H", "H", "H", "H", "H", "H", "H", "H", "H"],
  "positions_angstrom": [[-1.819, -1.003, -0.523], [-2.028, -1.673, 0.656], [-0.355, -0.248, 0.930], [1.092, 0.257, 2.952], [1.968, -0.513, 1.956], [0.811, 0.392, 1.442], [-3.075, -2.646, 1.073], [1.768, 2.414, -3.690], [0.909, 2.231, -2.475], [-1.086, -1.149, 1.527], [-0.792, -0.101, -0.302], [0.500, 1.122, -2.138], [-2.537, -0.944, -1.310], [0.214, -0.123, 3.629], [1.600, 0.966, 3.479], [2.936, -0.100, 1.711], [1.906, -1.556, 1.918], [1.076, 1.147, 0.720], [-3.590, -2.809, 0.137], [-2.551, -3.480, 1.444], [-3.595, -2.073, 1.791], [1.373, 3.194, -4.498], [1.785, 1.371, -4.027], [2.790, 2.699, -3.506], [-0.570, -1.484, 2.357], [0.689, 3.090, -1.703], [-0.275, 0.780, -1.051], [0.857, 0.241, -2.499]],
  "nbo_charge": [-0.0932, 0.1622, 0.4249, -0.3932, -0.3803, -0.2956, -0.6290, -0.6988, 0.2594, -0.5049, -0.5159, -0.6687, 0.2364, 0.2281, 0.2377, 0.2383, 0.2178, 0.2424, 0.2411, 0.2318, 0.2371, 0.2724, 0.2186, 0.2585, 0.4339, 0.2016, 0.4464, 0.3909]
}

---

Which of them is most stable, and which least? Most stable: (one); least stable: (two).

---

(one)
{
  "formula": "C6H14N3O",
  "method": "the ωB97M-V functional and the def2-TZVPD basis",
  "gap_ev": 6.89,
  "homo_energy_ev": -11.071,
  "charge": 1,
  "lumo_ha": -0.1536,
  "symbols": ["C", "C", "C", "C", "C", "C", "N", "N", "N", "O", "H", "H", "H", "H", "H", "H", "H", "H", "H", "H", "H", "H", "H", "H"],
  "positions_angstrom": [[3.504, -0.456, -0.162], [-1.769, -0.448, -0.079], [-2.868, 0.500, 0.354], [-1.854, -0.881, -1.530], [2.088, 0.613, 1.421], [2.200, 1.382, -0.918], [-0.544, -0.484, 0.592], [2.702, 0.466, 0.102], [-1.470, -1.524, 0.876], [4.276, -1.281, -0.363], [-3.841, 0.023, 0.249], [-2.849, 1.384, -0.279], [-2.724, 0.814, 1.386], [-2.831, -1.308, -1.747], [-1.078, -1.608, -1.764], [-1.712, -0.012, -2.169], [2.163, 1.657, 1.721], [1.029, 0.319, 1.333], [2.592, -0.012, 2.153], [2.463, 2.401, -0.635], [2.631, 1.158, -1.892], [1.112, 1.286, -0.957], [-1.943, -1.526, 1.785], [-1.277, -2.465, 0.522]],
  "nbo_charge": [1.0024, 0.2609, -0.6484, -0.6456, -0.4472, -0.4040, -0.6324, -0.3994, -0.4212, -0.3004, 0.2234, 0.2311, 0.2246, 0.2253, 0.2161, 0.2273, 0.2302, 0.3116, 0.2298, 0.2401, 0.2376, 0.2539, 0.3936, 0.3905]
}

---

(two)
{
  "formula": "C6H14N3O",
  "method": "the ωB97M-V functional and the def2-TZVPD basis",
  "gap_ev": 8.76,
  "homo_energy_ev": -13.049,
  "charge": 1,
  "lumo_ha": -0.1576,
  "symbols": ["C", "C", "C", "C", "C", "C", "N", "N", "N", "O", "H", "H", "H", "H", "H", "H", "H", "H", "H", "H", "H", "H", "H", "H"],
  "positions_angstrom": [[2.704, -1.478, -0.163], [-2.271, -0.448, -0.078], [-3.636, -0.480, 0.416], [-1.312, -1.464, 0.424], [2.985, 1.743, 0.408], [1.527, 1.205, 0.349], [1.589, -1.002, -0.454], [1.366, 0.343, -0.831], [-1.841, 0.217, -1.104], [3.533, -2.309, 0.058], [-4.310, -0.831, -0.412], [-4.002, 0.641, 0.348], [-3.754, -0.941, 1.305], [-0.736, -1.810, -0.456], [-1.858, -2.150, 1.006], [-0.636, -1.037, 1.050], [3.033, 2.362, 1.255], [3.676, 0.946, 0.592], [3.081, 2.214, -0.561], [1.226, 0.551, 1.127], [0.763, 2.046, 0.210], [1.921, 0.461, -1.624], [-2.215, 1.002, -1.579], [-0.835, 0.218, -1.289]],
  "nbo_charge": [0.8347, 0.5274, -0.7016, -0.6866, -0.6204, -0.2177, -0.4710, -0.4887, -0.6546, -0.4369, 0.3034, 0.2679, 0.2561, 0.2781, 0.2478, 0.2643, 0.2335, 0.2137, 0.2145, 0.2016, 0.1920, 0.3742, 0.4242, 0.4439]
}

---

Which of them is most stable, and which least? Most stable: (two); least stable: (one).

---

(one)
{
  "formula": "C3H6N4S",
  "method": "the ωB97M-V functional and the def2-TZVPD basis",
  "gap_ev": 7.76,
  "homo_energy_ev": -8.580,
  "lumo_ha": -0.0302,
  "symbols": ["H", "N", "C", "N", "N", "N", "C", "C", "S", "H", "H", "H", "H", "H"],
  "positions_angstrom": [[1.548, -2.018, 0.934], [1.000, -1.210, 0.670], [1.725, -0.362, 0.062], [3.031, -0.517, -0.342], [1.194, 0.860, -0.504], [0.371, 1.551, 0.379], [-0.817, 1.074, 0.439], [-1.335, 0.049, -0.356], [-2.819, -0.536, -0.148], [3.736, 0.192, -0.169], [3.431, -1.491, -0.114], [1.962, 1.482, -0.744], [-1.503, 1.463, 1.289], [-0.674, -0.407, -1.119]],
  "nbo_charge": [0.3479, -0.7298, 0.5623, -0.8469, -0.4864, -0.2104, 0.0110, -0.3458, 0.0982, 0.3933, 0.3879, 0.3729, 0.2133, 0.2324]
}

---

(two)
{
  "formula": "C3H6N4S",
  "method": "the ωB97M-V functional and the def2-TZVPD basis",
  "gap_ev": 8.85,
  "homo_energy_ev": -8.533,
  "lumo_ha": 0.0117,
  "symbols": ["C", "N", "N", "C", "N", "C", "N", "S", "H", "H", "H", "H", "H", "H"],
  "positions_angstrom": [[-0.498, -0.692, -1.577], [-0.273, -0.025, -0.332], [-0.602, -0.878, 0.850], [0.455, -1.360, 1.534], [1.437, -1.729, 2.041], [0.221, 1.227, -0.274], [0.461, 1.652, 0.981], [0.381, 2.244, -1.538], [-1.382, -0.409, -2.035], [0.295, -0.289, -2.162], [-0.537, -1.807, -1.420], [-1.506, -1.351, 0.951], [0.716, 0.842, 1.633], [0.831, 2.576, 1.347]],
  "nbo_charge": [-0.4157, -0.2500, -0.5121, 0.3732, -0.3418, 0.2455, -0.8029, -0.2068, 0.2022, 0.2419, 0.2092, 0.4323, 0.3890, 0.4361]
}

---

(three)
{
  "formula": "C3H6N4S",
  "method": "the ωB97M-V functional and the def2-TZVPD basis",
  "gap_ev": 8.68,
  "homo_energy_ev": -8.178,
  "lumo_ha": 0.0185,
  "symbols": ["H", "N", "C", "N", "C", "S", "N", "N", "C", "H", "H", "H", "H", "H"],
  "positions_angstrom": [[1.159, 2.582, -0.020], [1.513, 1.655, -0.132], [0.522, 0.845, -0.163], [-0.844, 1.088, -0.026], [-1.519, -0.082, -0.091], [-3.275, -0.077, -0.185], [-0.730, -1.126, -0.178], [0.575, -0.559, -0.235], [1.668, -1.426, -0.025], [-1.246, 2.008, -0.215], [-3.598, 0.134, 1.123], [1.203, -2.415, 0.111], [2.368, -1.415, -0.872], [2.203, -1.212, 0.910]],
  "nbo_charge": [0.3356, -0.7703, 0.5483, -0.6086, 0.1794, 0.0165, -0.2493, -0.2642, -0.4092, 0.4273, 0.1464, 0.2309, 0.2108, 0.2066]
}

---

Which of them is most stable, and which least? Most stable: (three); least stable: (two).